# C35H12F19O2Si

The ion C35H12F19O2Si with charge +1 in a non-equilibrium geometry (the ωB97M-V functional and the def2-TZVPD basis, the OMol25 dataset).

Results
LUMO	-4.3	eV
gap between HOMO and LUMO	7.96	eV
relative energy (zero: lowest compared OMol25 entry of this formula, charge and spin)	1.526	eV
F_max	3.345	eV/A
E	-100084.77756	eV
charge	+1
2S+1	1

Element x y z (Å)
F1 -4.64 4.07 -4.62
C1 -4.44 2.74 -4.30
C2 -5.54 1.90 -4.28
C3 -5.25 0.59 -3.92
F2 -6.25 -0.34 -4.07
C4 -4.01 0.18 -3.45
C5 -2.95 1.09 -3.25
C6 -1.80 0.65 -2.33
C7 -0.42 1.16 -2.81
C8 0.59 0.20 -3.03
C9 1.88 0.61 -3.33
F3 2.80 -0.40 -3.48
C10 2.28 1.94 -3.47
C11 1.23 2.85 -3.40
F4 1.53 4.16 -3.70
C12 -0.05 2.50 -2.94
C13 -3.15 2.35 -3.88
H1 -6.56 2.18 -4.56
H2 -3.93 -0.88 -3.18
H3 -1.77 -0.46 -2.36
H4 0.42 -0.87 -2.89
H5 3.33 2.17 -3.71
H6 -0.73 3.33 -2.72
H7 -2.35 3.09 -3.95
F5 6.45 -1.00 -1.17
C14 5.32 -0.85 -0.46
C15 4.91 -1.90 0.35
F6 5.61 -3.05 0.43
C16 3.75 -1.74 1.10
F7 3.41 -2.74 1.95
C17 2.92 -0.63 0.95
Si1 1.27 -0.49 1.83
C18 0.57 -2.14 2.44
C19 -0.03 -2.33 3.68
F8 0.08 -1.34 4.61
C20 -0.84 -3.45 3.93
F9 -1.45 -3.57 5.12
C21 -0.99 -4.44 2.96
F10 -1.82 -5.46 3.16
C22 -0.26 -4.37 1.78
F11 -0.36 -5.30 0.84
C23 0.52 -3.23 1.60
F12 1.07 -3.00 0.38
C24 1.51 0.64 3.31
C25 2.69 0.60 4.08
F13 3.66 -0.27 3.68
C26 2.93 1.38 5.21
F14 4.06 1.30 5.93
C27 1.94 2.26 5.61
F15 2.13 3.05 6.68
C28 0.75 2.35 4.89
F16 -0.20 3.22 5.30
C29 0.55 1.55 3.77
F17 -0.64 1.62 3.12
O1 0.14 0.23 0.62
C30 -0.93 -0.22 0.06
C31 -1.97 0.58 -0.69
C32 -3.26 -0.17 -0.24
C33 -2.69 -1.61 -0.23
O2 -1.22 -1.49 0.15
C34 3.41 0.42 0.18
F18 2.63 1.54 0.12
C35 4.60 0.34 -0.54
F19 5.03 1.34 -1.33
H8 -1.80 1.66 -0.48
H9 -3.67 0.04 0.76
H10 -4.07 0.05 -0.96
H11 -3.24 -2.25 0.45
H12 -2.70 -1.93 -1.30